# 1
25
Properties=species:S:1:pos:R:3:forces:R:3 method="wB97M-V/def2-TZVPD" spin_multiplicity=6 lumo_energy_ev="-6.463 / -11.922" homo_ev="-16.012 / -16.658" e_above_lowest_kj_mol=0.0 total_charge=+2
I 1.840 -3.320 -0.813 2.556 -0.302 0.213
I -0.810 -3.222 -0.164 -2.005 -0.197 0.810
Ru -0.049 -0.425 0.589 2.795 -0.725 -0.662
P 0.053 0.404 -1.513 -1.012 1.926 -3.182
C -1.571 0.670 -2.382 0.443 -0.366 0.363
C 0.900 2.028 -1.766 0.236 -0.443 0.601
H 1.920 -0.998 -1.972 -0.219 0.249 -0.547
H 1.031 -0.738 -3.551 -0.048 0.151 0.420
H 0.348 -1.822 -2.270 0.337 0.864 -0.722
C 0.935 -0.898 -2.467 -0.275 -0.290 0.190
H 1.862 1.951 -1.232 -0.306 0.323 -0.360
H 1.058 2.294 -2.832 -0.218 -0.393 0.601
H -1.441 0.945 -3.449 -0.003 -0.164 0.669
H -2.095 1.481 -1.840 0.164 -0.421 -0.355
H 0.274 2.795 -1.275 0.306 -0.284 -0.248
H -2.143 -0.270 -2.292 0.028 0.501 -0.179
C -1.823 -0.218 0.799 -5.593 -0.067 -1.964
O -2.977 -0.218 0.726 2.543 0.316 0.890
Cl 2.367 -0.132 0.580 -0.164 -0.973 -0.345
C 0.059 -0.010 5.019 0.181 0.367 0.539
C 0.109 -0.078 3.599 -0.523 -0.565 -1.590
N 0.019 -0.237 2.460 0.709 0.537 4.356
H -0.860 0.529 5.291 0.288 -0.190 0.151
H 0.949 0.530 5.362 -0.221 -0.147 0.238
H 0.047 -1.041 5.394 0.000 0.292 0.112

---

# 2
26
Properties=species:S:1:pos:R:3:forces:R:3 method="wB97M-V/def2-TZVPD" lumo_energy_ev=-6.550 homo_ev=-12.615 e_above_lowest_kj_mol=333.1 total_charge=+1
Mg -0.234 -3.386 -2.546 -1.089 2.131 1.051
Cl -1.947 -2.972 -1.045 1.146 -0.682 -1.028
C -0.082 0.447 -0.913 0.621 -2.719 1.376
O -0.137 0.721 -2.315 0.003 0.971 -0.696
C 0.030 -0.198 -3.228 0.254 0.693 0.001
O 0.308 -1.397 -2.952 -0.417 -0.048 -1.001
O -0.076 0.375 -4.450 -0.651 -0.846 2.552
C 0.312 -0.362 -5.586 1.783 -0.442 -0.751
H -0.482 1.108 -0.145 -0.880 0.807 -1.365
H 0.915 0.311 -0.494 0.622 0.139 -0.923
H -0.518 -0.547 -0.807 -0.383 0.195 0.389
H 1.401 -0.387 -5.554 0.168 -0.459 0.009
H 0.141 0.204 -6.502 -0.812 0.038 0.394
H -0.066 -1.383 -5.632 -0.321 0.247 0.031
C -1.342 -0.787 2.156 -0.805 1.596 -0.481
O -0.128 -0.191 2.561 1.447 -1.012 0.005
C -0.077 0.776 3.466 -1.410 2.128 0.978
O -1.010 1.496 3.807 1.259 -1.387 -0.395
O 1.182 0.888 3.863 1.130 -1.350 -0.024
C 1.624 1.776 4.905 -1.407 1.207 -0.741
H -1.815 -0.031 1.529 -0.553 -0.135 -0.118
H -2.015 -0.952 2.997 0.203 -0.460 -0.064
H -1.118 -1.631 1.504 0.072 -0.163 0.609
H 2.711 1.832 4.959 -0.211 -0.609 -0.268
H 1.169 1.551 5.869 0.080 -0.211 -0.140
H 1.254 2.739 4.552 0.149 0.372 0.601